Arrangement w

{
  "formula": "C22H26N2O5",
  "method": "the ωB97M-V functional and the def2-TZVPD basis",
  "elements": ["C", "C", "C", "C", "N", "C", "O", "C", "C", "C", "C", "C", "C", "C", "C", "N", "C", "O", "O", "C", "C", "C", "C", "C", "C", "C", "C", "O", "O", "H", "H", "H", "H", "H", "H", "H", "H", "H", "H", "H", "H", "H", "H", "H", "H", "H", "H", "H", "H", "H", "H", "H", "H", "H", "H"],
  "positions_angstrom": [[2.97, 2.32, 2.19], [2.06, 3.09, 1.23], [0.67, 3.27, 1.83], [2.00, 2.38, -0.14], [1.52, 1.03, -0.03], [1.76, 0.12, -0.99], [2.53, 0.29, -1.91], [1.00, -1.21, -0.81], [1.46, -1.94, 0.46], [2.92, -2.26, 0.35], [3.35, -3.39, -0.33], [4.69, -3.67, -0.47], [5.64, -2.82, 0.07], [5.23, -1.69, 0.76], [3.88, -1.41, 0.90], [-0.44, -1.02, -0.84], [-1.20, -0.45, 0.11], [-0.81, 0.05, 1.15], [-2.50, -0.51, -0.24], [-3.42, 0.08, 0.69], [-4.81, -0.39, 0.37], [-5.70, -0.72, 1.39], [-6.99, -1.12, 1.10], [-7.40, -1.22, -0.22], [-6.52, -0.90, -1.24], [-5.24, -0.48, -0.95], [1.16, 3.21, -1.10], [1.40, 4.35, -1.41], [0.09, 2.55, -1.57], [3.94, 2.15, 1.74], [3.10, 2.89, 3.11], [2.52, 1.36, 2.44], [2.50, 4.08, 1.04], [0.75, 3.78, 2.78], [0.05, 3.88, 1.17], [0.17, 2.32, 1.99], [3.01, 2.34, -0.58], [0.76, 0.85, 0.62], [1.25, -1.82, -1.68], [1.26, -1.32, 1.33], [0.88, -2.86, 0.55], [2.61, -4.06, -0.76], [5.01, -4.56, -1.01], [6.69, -3.04, -0.04], [5.96, -1.02, 1.19], [3.57, -0.53, 1.43], [-0.94, -1.34, -1.66], [-3.35, 1.17, 0.61], [-3.13, -0.20, 1.71], [-5.37, -0.65, 2.42], [-7.66, -1.38, 1.90], [-8.41, -1.54, -0.45], [-6.84, -0.97, -2.27], [-4.55, -0.23, -1.74], [-0.39, 3.11, -2.20]],
  "lowdin_charge": [-0.06, -0.36, -0.04, -0.19, 0.13, -0.45, 0.09, -0.18, -0.09, -0.23, -0.04, -0.08, -0.09, -0.07, -0.03, 0.15, -0.55, 0.07, 0.02, -0.11, -0.20, -0.04, -0.08, -0.09, -0.08, -0.03, -0.49, 0.12, 0.13, 0.08, 0.08, 0.07, 0.14, 0.08, 0.08, 0.07, 0.17, 0.10, 0.16, 0.11, 0.13, 0.11, 0.10, 0.10, 0.10, 0.09, 0.16, 0.15, 0.13, 0.11, 0.10, 0.10, 0.10, 0.11, 0.14],
  "homo_lumo_gap_ev": 9.518,
  "smiles": "CC(C)[C@@H](NC(=O)[C@@H](Cc1ccccc1)NC(=O)OCc1ccccc1)C(=O)O",
  "lumo_energy_ev": 0.5,
  "homo_energy_ha": -0.3323
}

Arrangement x

{
  "formula": "C22H26N2O5",
  "method": "the ωB97M-V functional and the def2-TZVPD basis",
  "elements": ["C", "C", "O", "C", "O", "C", "C", "C", "C", "C", "N", "C", "O", "C", "C", "C", "C", "O", "N", "C", "C", "C", "C", "C", "C", "C", "C", "C", "O", "H", "H", "H", "H", "H", "H", "H", "H", "H", "H", "H", "H", "H", "H", "H", "H", "H", "H", "H", "H", "H", "H", "H", "H", "H", "H"],
  "positions_angstrom": [[4.57, 0.38, 1.73], [4.24, -1.08, 2.02], [2.95, -1.43, 1.50], [2.90, -1.79, 0.22], [3.84, -1.82, -0.54], [1.54, -2.16, -0.18], [1.08, -2.62, -1.39], [-0.30, -2.83, -1.24], [-0.59, -2.50, 0.06], [-1.90, -2.41, 0.78], [-2.59, -1.19, 0.41], [-3.68, -1.19, -0.38], [-4.28, -2.20, -0.68], [-4.14, 0.19, -0.87], [-5.00, 0.93, 0.17], [-4.17, 1.33, 1.37], [-2.81, 1.94, 1.06], [-2.19, 2.56, 1.90], [-2.28, 1.69, -0.17], [-0.95, 2.20, -0.46], [0.11, 1.11, -0.23], [1.49, 1.60, -0.59], [2.17, 1.07, -1.67], [3.44, 1.53, -2.00], [4.02, 2.54, -1.25], [3.34, 3.08, -0.17], [2.08, 2.60, 0.16], [-2.99, 1.10, -1.28], [0.51, -2.09, 0.70], [5.53, 0.63, 2.19], [4.65, 0.54, 0.66], [3.80, 1.03, 2.13], [4.17, -1.27, 3.09], [4.99, -1.74, 1.57], [1.67, -2.78, -2.27], [-1.00, -3.19, -1.97], [-1.73, -2.43, 1.86], [-2.56, -3.24, 0.49], [-2.09, -0.33, 0.58], [-4.76, -0.01, -1.75], [-5.42, 1.82, -0.31], [-5.83, 0.29, 0.48], [-3.97, 0.46, 2.01], [-4.71, 2.05, 1.99], [-0.76, 3.04, 0.21], [-0.92, 2.55, -1.49], [-0.13, 0.24, -0.85], [0.09, 0.82, 0.82], [1.72, 0.28, -2.26], [3.96, 1.10, -2.84], [5.01, 2.90, -1.51], [3.80, 3.86, 0.42], [1.56, 3.01, 1.01], [-3.39, 1.91, -1.92], [-2.27, 0.54, -1.89]],
  "lowdin_charge": [-0.05, -0.20, 0.02, -0.45, 0.12, -0.18, 0.02, 0.01, -0.24, -0.07, 0.10, -0.46, 0.07, -0.20, -0.13, -0.08, -0.46, 0.06, -0.07, -0.13, -0.12, -0.23, -0.04, -0.08, -0.10, -0.09, -0.05, -0.11, 0.11, 0.08, 0.06, 0.08, 0.12, 0.12, 0.12, 0.12, 0.14, 0.13, 0.11, 0.15, 0.12, 0.12, 0.13, 0.13, 0.12, 0.14, 0.10, 0.13, 0.11, 0.11, 0.10, 0.11, 0.12, 0.14, 0.13],
  "homo_lumo_gap_ev": 9.549,
  "smiles": "CCOC(=O)c1ccc(CNC(=O)[C@H]2CCC(=O)N(CCc3ccccc3)C2)o1",
  "lumo_energy_ev": 0.6,
  "homo_energy_ha": -0.3291
}

Most stable structure, least stable structure: arrangement w, arrangement x.

Arrangement w

{
  "formula": "C14H21N7",
  "method": "the ωB97M-V functional and the def2-TZVPD basis",
  "elements": ["C", "C", "N", "H", "H", "H", "C", "C", "N", "H", "H", "H", "C", "C", "N", "H", "H", "H", "C", "C", "N", "H", "H", "H", "C", "C", "N", "H", "H", "H", "C", "C", "N", "H", "H", "H", "C", "C", "N", "H", "H", "H"],
  "positions_angstrom": [[-2.27, 0.80, 2.90], [-1.67, 0.57, 4.22], [-1.21, 0.31, 5.24], [-1.91, 1.69, 2.38], [-3.34, 0.63, 2.92], [-1.85, 0.03, 2.24], [-0.77, 4.72, -0.97], [-0.22, 5.65, 0.02], [0.21, 6.37, 0.81], [-1.38, 3.99, -0.43], [0.05, 4.21, -1.47], [-1.46, 5.31, -1.57], [3.45, 0.93, -2.41], [4.14, 1.75, -3.40], [4.70, 2.33, -4.22], [2.65, 1.50, -1.95], [4.17, 0.65, -1.64], [3.06, 0.04, -2.89], [2.40, -3.77, 3.35], [2.35, -3.20, 2.00], [2.33, -2.79, 0.94], [1.41, -3.91, 3.78], [2.90, -3.05, 4.00], [2.96, -4.69, 3.27], [0.57, -0.38, -0.99], [0.07, 0.84, -0.35], [-0.36, 1.72, 0.24], [1.55, -0.55, -0.55], [0.44, -0.47, -2.06], [-0.11, -1.15, -0.60], [-0.52, -4.22, -0.72], [0.06, -3.68, -1.96], [0.52, -3.24, -2.91], [-1.45, -3.69, -0.51], [0.16, -4.03, 0.11], [-0.72, -5.28, -0.83], [-3.58, 1.08, -1.28], [-3.17, -0.08, -0.51], [-2.87, -0.99, 0.12], [-3.50, 1.94, -0.61], [-4.66, 0.94, -1.42], [-3.12, 1.17, -2.25]],
  "lowdin_charge": [-0.10, -0.28, 0.11, 0.05, 0.08, 0.04, -0.09, -0.29, 0.12, 0.04, 0.07, 0.08, -0.08, -0.28, 0.13, 0.07, 0.09, 0.08, -0.05, -0.26, 0.14, 0.09, 0.09, 0.09, -0.08, -0.25, 0.16, 0.06, 0.08, 0.05, -0.07, -0.29, 0.13, 0.07, 0.05, 0.08, -0.05, -0.28, 0.15, 0.08, 0.09, 0.09],
  "homo_lumo_gap_ev": 11.618,
  "smiles": "CC#N.CC#N.CC#N.CC#N.CC#N.CC#N.CC#N",
  "lumo_energy_ev": 0.1,
  "homo_energy_ha": -0.4226
}

Arrangement x

{
  "formula": "C14H21N7",
  "method": "the ωB97M-V functional and the def2-TZVPD basis",
  "elements": ["C", "C", "N", "H", "H", "H", "C", "C", "N", "H", "H", "H", "C", "C", "N", "H", "H", "H", "C", "C", "N", "H", "H", "H", "C", "C", "N", "H", "H", "H", "C", "C", "N", "H", "H", "H", "C", "C", "N", "H", "H", "H"],
  "positions_angstrom": [[1.92, -4.66, -3.60], [1.32, -4.24, -4.83], [0.86, -3.97, -5.84], [1.16, -5.04, -2.91], [2.52, -3.84, -3.21], [2.57, -5.49, -3.88], [0.78, -0.82, -0.26], [0.64, 0.62, -0.31], [0.54, 1.77, -0.27], [0.44, -1.10, 0.70], [1.81, -1.07, -0.45], [0.18, -1.17, -1.08], [-2.05, 3.06, -2.79], [-1.03, 2.67, -3.75], [-0.18, 2.36, -4.44], [-1.74, 3.23, -1.76], [-2.85, 2.28, -2.77], [-2.58, 3.96, -3.12], [2.82, 4.20, 0.34], [1.82, 5.24, 0.17], [0.98, 6.02, 0.10], [3.71, 4.64, -0.09], [2.48, 3.30, -0.12], [2.91, 4.06, 1.43], [-2.09, -1.09, 4.98], [-1.53, -1.05, 3.66], [-1.18, -1.06, 2.57], [-2.07, -1.98, 5.61], [-3.09, -0.65, 5.03], [-1.47, -0.48, 5.61], [-0.60, 3.11, 2.44], [0.18, 3.43, 3.70], [0.72, 3.71, 4.67], [0.01, 3.58, 1.66], [-1.55, 3.59, 2.47], [-0.72, 2.03, 2.27], [-1.14, -4.40, -0.26], [-0.58, -5.73, -0.42], [0.04, -6.68, -0.63], [-2.10, -4.49, 0.24], [-1.48, -4.01, -1.20], [-0.42, -3.85, 0.32]],
  "lowdin_charge": [-0.07, -0.32, 0.13, 0.07, 0.08, 0.09, -0.05, -0.24, 0.16, 0.02, 0.09, 0.08, -0.09, -0.30, 0.13, 0.07, 0.09, 0.08, -0.07, -0.31, 0.13, 0.08, 0.03, 0.10, -0.07, -0.25, 0.15, 0.09, 0.09, 0.08, -0.07, -0.27, 0.11, 0.03, 0.07, 0.05, -0.07, -0.29, 0.13, 0.09, 0.08, 0.07],
  "homo_lumo_gap_ev": 11.585,
  "smiles": "CC#N.CC#N.CC#N.CC#N.CC#N.CC#N.CC#N",
  "lumo_energy_ev": 0.0,
  "homo_energy_ha": -0.4254
}

Arrangement y

{
  "formula": "C14H21N7",
  "method": "the ωB97M-V functional and the def2-TZVPD basis",
  "elements": ["C", "C", "N", "H", "H", "H", "C", "C", "N", "H", "H", "H", "C", "C", "N", "H", "H", "H", "C", "C", "N", "H", "H", "H", "C", "C", "N", "H", "H", "H", "C", "C", "N", "H", "H", "H", "C", "C", "N", "H", "H", "H"],
  "positions_angstrom": [[18.42, -10.97, -21.50], [17.66, -12.20, -21.70], [17.07, -13.16, -21.88], [19.02, -11.08, -20.60], [17.71, -10.15, -21.36], [19.08, -10.68, -22.31], [15.70, -8.36, -17.15], [16.12, -9.50, -17.96], [16.45, -10.41, -18.57], [15.59, -8.73, -16.13], [14.80, -7.94, -17.59], [16.50, -7.62, -17.10], [21.86, -11.62, -18.34], [20.96, -12.75, -18.18], [20.29, -13.67, -18.07], [22.88, -11.87, -18.05], [21.48, -10.79, -17.73], [21.82, -11.28, -19.37], [19.09, -3.45, -16.61], [17.93, -2.56, -16.73], [17.03, -1.85, -16.82], [19.15, -3.79, -15.58], [19.97, -2.89, -16.89], [18.85, -4.27, -17.29], [25.23, -7.51, -20.71], [23.96, -8.18, -20.33], [22.97, -8.70, -20.09], [25.85, -8.36, -20.99], [25.68, -6.96, -19.89], [25.01, -6.82, -21.51], [21.27, -6.84, -23.16], [21.38, -8.13, -23.80], [21.48, -9.16, -24.30], [22.12, -6.64, -22.51], [20.32, -6.73, -22.62], [21.22, -5.99, -23.85], [19.58, -8.31, -19.70], [19.49, -6.87, -19.56], [19.40, -5.72, -19.50], [20.47, -8.61, -19.14], [19.72, -8.48, -20.76], [18.75, -8.91, -19.33]],
  "lowdin_charge": [-0.10, -0.28, 0.13, 0.06, 0.07, 0.08, -0.06, -0.28, 0.15, 0.09, 0.09, 0.08, -0.09, -0.29, 0.13, 0.08, 0.07, 0.06, -0.07, -0.29, 0.12, 0.08, 0.08, 0.05, -0.05, -0.25, 0.15, 0.09, 0.08, 0.08, -0.08, -0.29, 0.13, 0.07, 0.07, 0.09, -0.07, -0.27, 0.13, 0.05, 0.07, 0.05],
  "homo_lumo_gap_ev": 11.282,
  "smiles": "CC#N.CC#N.CC#N.CC#N.CC#N.CC#N.CC#N",
  "lumo_energy_ev": 0.0,
  "homo_energy_ha": -0.4160
}

Most stable structure, least stable structure: arrangement w, arrangement x.